No. 1
This record from OMol25 describes 2 unconnected molecules or ions with the total composition C4H4F2. The level of theory is ωB97M-V with the def2-TZVPD basis set.

* net charge: 0
* Kohn-Sham gap (spin up / spin down): 8.53 / 8.49 eV

Structure (XYZ):
```
10
Properties=species:S:1:pos:R:3:forces:R:3
C 1.139 2.346 -0.026 -1.1 -4.4 -0.6
C 0.932 1.123 -0.057 0.9 3.6 1.0
C -1.467 -1.176 0.084 -1.1 2.4 -3.6
C 0.835 -0.276 -0.022 -1.6 -1.6 -0.1
F 1.410 -0.852 -1.068 0.3 -0.4 -0.1
F 1.121 -0.959 1.110 0.2 0.8 -0.5
H 0.988 3.333 -0.319 0.1 1.2 0.1
H -1.456 -2.209 -0.100 0.5 -1.2 0.1
H -2.251 -0.617 -0.565 1.7 -0.9 1.1
H -1.251 -0.713 0.963 0.1 0.6 2.6
```
Positions in Å, forces in eV/Å.



No. 2
This record from OMol25 describes a molecular structure, C6H24B2N2O4V. The level of theory is ωB97M-V with the def2-TZVPD basis set.

* net charge: +1
* Kohn-Sham gap: 9.23 eV

Structure (XYZ):
```
39
Properties=species:S:1:pos:R:3:forces:R:3
O 3.697 0.787 0.367 0.5 0.2 -0.6
V 2.526 0.704 1.391 0.0 -0.1 0.5
O 3.036 -0.306 2.490 -0.6 0.2 -0.1
B 0.773 -0.464 0.190 -0.4 -0.7 0.1
H 1.495 -1.378 0.498 0.0 -0.1 0.1
H 0.229 0.010 1.156 0.2 0.1 0.3
H 1.410 0.360 -0.392 0.1 0.7 -0.2
H -0.093 -0.878 -0.544 -0.2 0.0 -0.1
B 1.839 2.733 1.995 0.0 1.1 -0.3
H 1.523 3.696 2.618 0.0 0.0 0.1
H 2.452 2.014 2.729 0.9 -0.6 0.7
H 0.888 2.065 1.712 -0.5 -0.6 -0.4
H 2.479 3.034 1.022 0.0 -0.2 -0.2
C -0.722 -0.009 -3.832 0.4 0.7 -0.6
C 0.470 -0.881 -4.051 -0.6 -0.3 0.3
O 0.826 -1.400 -5.047 0.3 0.1 0.0
N 1.244 -1.203 -2.778 0.9 0.4 0.1
H 2.208 -0.872 -2.894 -0.1 0.1 -0.2
H 0.900 -0.674 -1.953 -0.2 -0.5 -0.1
C 1.359 -2.674 -2.527 -0.1 -0.3 0.0
H -1.488 -0.445 -3.196 0.1 -0.2 0.1
H -1.111 0.210 -4.825 -0.2 -0.1 0.1
H -0.406 0.949 -3.406 0.0 -0.1 0.2
H 1.685 -2.838 -1.505 0.0 0.1 0.0
H 2.089 -3.082 -3.219 0.0 0.1 0.0
H 0.402 -3.155 -2.713 -0.1 0.1 0.1
C -1.857 2.090 2.140 -0.2 1.2 -0.1
C -2.865 1.019 1.996 -0.2 0.1 0.4
O -4.021 1.030 2.253 0.3 -0.1 -0.2
N -2.290 -0.311 1.511 0.0 -0.4 -0.6
H -2.791 -0.581 0.663 -0.2 0.3 0.0
H -1.301 -0.205 1.204 -0.1 0.0 0.2
C -2.430 -1.465 2.478 0.5 0.3 -0.4
H -1.532 2.552 1.201 0.1 -0.7 -0.3
H -0.954 1.787 2.669 -0.1 -0.1 0.1
H -2.339 2.948 2.610 0.0 -0.3 0.5
H -1.506 -1.502 3.045 -0.2 0.0 0.3
H -2.512 -2.357 1.866 -0.1 -0.1 0.2
H -3.316 -1.309 3.081 0.0 0.0 0.1
```
Positions in Å, forces in eV/Å.



No. 3
This record from OMol25 describes C5H8O in the gas phase. The level of theory is ωB97M-V with the def2-TZVPD basis set.

* net charge: 0
* SMILES: C1OC[C@H]2C[C@@H]12
* Kohn-Sham gap: 10.70 eV

Structure (XYZ):
```
14
Properties=species:S:1:pos:R:3:forces:R:3
C 0.943 -1.110 0.287 0.0 -0.2 -0.2
O 1.112 -0.096 1.276 -0.1 0.0 0.1
C 0.210 0.987 1.030 -0.1 0.2 -0.1
C -0.900 0.459 0.130 0.0 0.1 0.1
C -0.490 0.404 -1.317 0.0 0.1 -0.2
C -0.345 -0.807 -0.444 -0.1 -0.2 0.0
H 1.806 -1.154 -0.395 -0.1 0.2 0.2
H 0.863 -2.085 0.784 0.1 0.2 0.0
H 0.777 1.793 0.544 -0.1 0.0 0.0
H -0.188 1.395 1.968 0.2 -0.4 0.0
H -1.931 0.504 0.473 0.2 0.2 -0.2
H 0.381 1.008 -1.565 0.0 -0.2 0.0
H -1.214 0.330 -2.124 0.0 0.1 0.3
H -1.023 -1.628 -0.648 0.1 0.0 0.0
```
Positions in Å, forces in eV/Å.



No. 4
This record from OMol25 describes a molecular structure, C49H49BFIrN7O4PS2. The level of theory is ωB97M-V with the def2-TZVPD basis set.

* expectation value of S²: 0.834
* net charge: +1
* Kohn-Sham gap (spin up / spin down): 5.94 / 5.64 eV
* spin multiplicity: 2

Structure (XYZ):
```
115
Properties=species:S:1:pos:R:3:forces:R:3
Ir -1.314 0.172 -0.103 -1.5 -1.9 1.5
C -1.815 1.791 3.855 0.1 -0.1 -0.2
C -3.078 1.353 4.215 -0.1 0.1 0.1
C -3.815 0.583 3.340 0.0 -0.3 -0.3
C -3.301 0.217 2.091 0.5 0.5 0.5
C -2.038 0.709 1.714 0.2 0.1 -0.8
C -1.304 1.469 2.605 0.0 0.2 0.4
C -3.996 -0.685 1.183 0.4 0.1 -0.9
C -5.114 -1.450 1.563 -0.4 -0.4 -0.2
C -5.682 -2.329 0.682 0.3 0.4 0.1
C -5.200 -2.400 -0.645 0.4 0.4 0.3
C -5.800 -3.196 -1.633 0.0 -0.1 -0.5
C -5.357 -3.161 -2.934 -0.3 -0.2 0.4
C -4.282 -2.338 -3.275 0.4 0.3 0.3
C -3.647 -1.581 -2.319 0.2 -0.1 -0.1
C -4.080 -1.585 -0.981 -0.4 -0.6 -0.6
N -3.485 -0.803 -0.052 1.6 1.5 1.0
H -1.225 2.379 4.541 0.0 0.1 0.1
H -3.484 1.604 5.184 -0.1 0.0 0.0
H -4.805 0.262 3.623 -0.1 -0.1 0.1
H -0.314 1.824 2.353 -0.1 0.0 -0.1
H -5.511 -1.358 2.561 0.1 0.0 0.1
H -6.508 -2.956 0.983 -0.1 0.0 0.0
H -6.636 -3.822 -1.356 -0.1 0.0 0.0
H -5.843 -3.756 -3.695 0.0 0.0 0.0
H -3.955 -2.271 -4.303 0.1 0.0 -0.1
H -2.818 -0.947 -2.592 0.0 0.0 -0.1
C 4.234 4.517 3.749 0.1 -0.1 -0.2
C 4.481 3.977 2.342 0.3 0.5 0.5
N 3.528 2.952 1.970 -0.6 0.0 -0.4
C 2.430 3.329 1.255 0.3 -0.9 0.1
C 1.532 2.450 0.723 -0.6 -0.1 -0.3
C 0.389 3.010 -0.129 1.0 0.1 0.9
O 0.429 4.202 -0.382 -0.1 0.2 -0.1
O -0.486 2.183 -0.503 -0.6 -0.7 -0.3
C 1.694 1.043 0.915 -0.6 0.2 -0.4
O 0.986 0.126 0.419 -0.5 0.6 0.2
C 2.809 0.672 1.757 0.6 -0.8 0.4
C 3.002 -0.696 2.013 0.4 0.5 0.2
C 4.097 -1.110 2.731 -0.6 -0.5 -0.4
F 4.306 -2.450 2.858 0.0 0.4 0.0
C 4.984 -0.209 3.300 0.0 1.2 -0.1
C 4.767 1.166 3.076 0.4 -1.0 0.2
C 3.717 1.618 2.279 -0.4 -0.2 -0.4
N 6.104 -0.606 4.088 -0.2 0.0 -0.1
C 7.392 -0.527 3.433 0.1 0.1 0.1
C 8.485 -0.514 4.500 0.0 0.6 -0.7
N 8.366 -1.752 5.316 0.3 -0.2 0.1
C 7.021 -1.840 5.947 -1.0 -0.1 0.1
C 5.981 -1.842 4.831 0.1 0.0 0.3
H 5.022 5.214 4.020 0.1 0.1 0.1
H 4.202 3.708 4.475 0.0 0.0 0.1
H 3.286 5.045 3.785 -0.1 0.0 0.0
H 5.491 3.570 2.259 -0.1 0.0 -0.1
H 4.395 4.794 1.620 0.1 -0.2 0.0
H 2.293 4.386 1.092 0.0 0.1 -0.2
H 2.301 -1.406 1.610 -0.1 -0.2 -0.1
H 5.448 1.854 3.544 0.1 0.1 0.1
H 7.443 0.391 2.848 0.1 -0.1 0.0
H 7.561 -1.376 2.744 0.0 0.1 0.0
H 8.346 0.344 5.159 0.1 -0.2 0.1
H 9.475 -0.470 4.044 0.0 -0.1 0.1
H 9.104 -1.791 6.026 -0.1 -0.1 -0.2
H 8.470 -2.561 4.687 0.2 0.1 0.3
H 6.880 -0.970 6.589 0.2 0.0 0.0
H 6.948 -2.752 6.541 0.2 0.0 -0.1
H 4.980 -1.903 5.258 0.1 -0.1 0.1
H 6.136 -2.735 4.205 -0.1 0.0 0.1
S -1.562 0.564 -4.371 -0.5 0.3 0.2
P -2.947 1.719 -3.526 0.4 -0.5 -0.9
S -2.896 1.991 -1.494 -0.2 -0.3 0.2
C -2.840 3.389 -4.254 -0.2 -0.4 0.4
C -3.962 4.208 -4.274 0.1 0.0 0.0
C -3.880 5.448 -4.881 -0.1 0.1 0.0
C -2.687 5.867 -5.449 -0.1 0.0 0.0
C -1.561 5.063 -5.390 0.0 0.0 0.0
C -1.634 3.819 -4.789 0.1 0.0 0.0
C -4.629 1.122 -3.942 0.5 0.2 0.2
C -4.932 0.922 -5.283 0.0 0.0 0.0
C -6.181 0.445 -5.638 0.1 0.0 -0.1
C -7.117 0.159 -4.656 -0.1 -0.1 0.1
C -6.806 0.349 -3.320 -0.1 -0.1 0.0
C -5.562 0.832 -2.957 0.0 0.1 -0.1
H -4.885 3.876 -3.817 -0.1 0.0 -0.1
H -4.752 6.084 -4.918 -0.1 0.1 0.0
H -2.635 6.826 -5.942 0.0 0.1 0.0
H -0.628 5.395 -5.819 0.1 0.1 0.0
H -0.764 3.179 -4.737 0.0 0.0 0.0
H -4.183 1.132 -6.036 0.0 0.0 0.0
H -6.423 0.288 -6.678 0.0 0.0 -0.1
H -8.090 -0.216 -4.933 -0.1 0.0 0.0
H -7.531 0.115 -2.555 -0.1 0.0 0.1
H -5.309 0.980 -1.916 0.0 0.0 0.0
N -0.543 -0.787 -1.819 0.6 -0.6 -0.1
C -0.278 -1.838 -2.222 -0.4 1.2 0.3
N -0.072 -3.031 -2.669 -0.1 -0.6 -0.2
C 0.434 -4.056 -1.770 0.6 -0.4 0.3
C 1.941 -4.208 -2.007 -0.3 -0.1 0.2
O 2.217 -4.489 -3.362 0.0 -0.1 0.0
C 1.745 -3.468 -4.214 -0.3 0.1 -0.2
C 0.229 -3.279 -4.066 0.5 -0.1 -0.6
H -0.080 -4.991 -2.020 0.1 0.1 0.1
H 0.221 -3.787 -0.733 0.0 0.0 -0.1
H 2.341 -5.044 -1.433 0.0 0.1 0.0
H 2.450 -3.279 -1.700 0.0 -0.1 0.0
H 1.997 -3.776 -5.229 0.0 0.1 0.0
H 2.255 -2.519 -3.983 -0.1 -0.1 -0.1
H -0.288 -4.200 -4.355 0.0 0.1 0.0
H -0.125 -2.447 -4.678 0.0 -0.1 0.1
B -0.497 -3.554 2.720 0.1 -0.3 0.7
C -0.808 -2.474 1.684 -0.4 0.8 -1.2
N -1.075 -1.708 0.854 0.2 1.2 -0.3
H 0.576 -4.024 2.495 0.4 -0.2 -0.3
H -1.395 -4.340 2.692 -0.2 -0.3 -0.1
H -0.473 -3.019 3.793 0.0 0.3 0.3
```
Positions in Å, forces in eV/Å.



No. 5
This record from OMol25 describes a molecular structure, C34H59BMoN2P2. The level of theory is ωB97M-V with the def2-TZVPD basis set.

* expectation value of S²: 2.050
* net charge: +2
* Kohn-Sham gap (spin up / spin down): 5.86 / 6.34 eV
* spin multiplicity: 3

Structure (XYZ):
```
99
Properties=species:S:1:pos:R:3:forces:R:3
Mo 0.638 0.371 0.400 0.7 0.5 0.3
C 2.973 1.003 0.272 0.2 0.0 0.1
C 2.173 2.184 0.220 0.1 0.2 -0.1
C 1.539 2.340 1.481 0.1 0.1 -0.1
C 1.774 1.153 2.232 0.1 0.0 0.0
C 2.769 0.399 1.542 0.1 0.1 -0.1
C 3.743 -0.463 2.276 -0.1 -0.1 0.1
C 1.368 0.926 3.653 -0.1 0.0 0.0
C 1.219 3.652 2.122 -0.1 -0.1 0.1
C 2.304 3.223 -0.848 0.0 0.0 0.0
C 4.134 0.752 -0.641 -0.1 0.0 -0.1
H 4.540 0.211 2.606 0.0 0.0 0.0
H 4.199 -1.242 1.683 0.0 0.0 0.0
H 3.309 -0.911 3.167 0.0 0.1 0.0
H 2.133 1.321 4.329 0.0 0.0 0.0
H 1.248 -0.132 3.872 0.0 -0.1 0.0
H 0.428 1.421 3.889 0.0 0.0 0.0
H 2.186 4.138 2.278 0.0 0.0 0.0
H 0.758 3.529 3.099 0.0 0.0 0.0
H 0.618 4.319 1.531 -0.1 0.1 -0.1
H 1.583 4.026 -0.726 0.0 0.0 0.0
H 2.190 2.803 -1.847 0.0 0.0 0.0
H 3.300 3.674 -0.797 0.0 0.0 0.0
H 4.950 0.290 -0.086 0.0 0.0 0.0
H 4.497 1.698 -1.042 0.0 0.0 0.0
H 3.906 0.117 -1.491 0.0 0.0 0.0
C -3.688 1.798 -2.008 -0.1 0.0 -0.1
C -2.171 1.881 -1.801 0.3 0.0 0.0
C -1.583 3.100 -2.529 -0.1 0.0 -0.1
C -1.546 0.618 -2.396 -0.3 0.1 -0.1
P -1.669 1.954 0.003 -0.1 -0.5 0.2
C -2.926 0.939 0.882 0.1 -0.1 -0.1
N -2.509 -0.426 0.742 0.0 0.0 0.1
B -1.166 -0.860 0.487 -0.8 -0.7 -0.1
N -1.275 -2.292 0.440 -0.1 -0.1 0.1
C -0.204 -3.212 0.200 -0.1 0.2 0.0
P 1.231 -2.216 -0.377 -0.5 0.0 -0.1
C 2.613 -3.282 0.292 0.1 0.3 0.1
C 2.474 -4.764 -0.088 0.1 -0.2 0.1
C 3.966 -2.766 -0.221 0.1 -0.1 0.0
C 2.473 -3.198 1.835 0.0 -0.2 0.0
C 1.128 -2.299 -2.265 0.1 0.2 0.0
C -0.351 -2.297 -2.685 0.1 -0.2 0.0
C 1.769 -3.544 -2.879 0.0 0.0 -0.1
C 1.846 -1.059 -2.819 0.1 -0.2 0.0
C -2.589 -2.681 0.692 0.1 0.0 -0.1
C -3.164 -3.946 0.773 0.0 0.0 0.0
C -4.520 -4.016 1.047 0.0 0.0 0.0
C -5.282 -2.859 1.244 -0.1 0.0 0.0
C -4.713 -1.600 1.170 0.0 0.1 0.0
C -3.354 -1.523 0.881 0.0 0.1 0.0
C -2.105 3.634 0.705 0.3 0.0 0.0
C -1.256 4.752 0.062 -0.1 0.1 0.2
C -1.895 3.514 2.235 -0.1 0.1 0.0
C -3.577 3.992 0.462 -0.1 0.1 0.2
H -3.900 2.041 -3.054 0.0 -0.1 0.0
H -4.262 2.490 -1.395 0.1 -0.1 -0.1
H -4.059 0.787 -1.828 0.0 0.0 0.0
H -1.618 2.915 -3.606 0.0 0.0 0.1
H -0.537 3.282 -2.261 -0.1 0.0 0.0
H -2.154 4.010 -2.335 0.1 -0.2 -0.1
H -1.744 0.589 -3.474 0.1 0.0 0.1
H -1.980 -0.277 -1.953 0.0 0.2 0.0
H -0.458 0.594 -2.260 0.0 0.0 0.0
H -3.908 1.097 0.444 -0.1 0.0 -0.1
H -2.973 1.240 1.926 0.0 0.0 0.1
H -0.467 -3.945 -0.563 0.0 -0.1 -0.1
H 0.059 -3.756 1.105 0.0 -0.1 0.1
H 2.819 -4.978 -1.095 0.0 0.0 0.1
H 1.459 -5.149 0.029 0.1 0.0 0.0
H 3.110 -5.332 0.600 -0.1 0.0 -0.1
H 4.124 -3.048 -1.264 0.0 0.0 0.1
H 4.777 -3.217 0.361 -0.1 0.0 -0.1
H 4.060 -1.685 -0.162 0.0 -0.1 0.0
H 1.884 -4.036 2.210 0.0 0.0 0.0
H 1.990 -2.284 2.184 0.0 0.0 0.0
H 3.455 -3.264 2.307 -0.1 0.0 0.0
H -0.753 -3.313 -2.704 0.0 0.1 0.0
H -0.434 -1.895 -3.698 0.0 -0.1 0.1
H -0.982 -1.705 -2.036 0.1 -0.1 0.0
H 1.325 -4.465 -2.500 0.0 0.1 -0.1
H 2.850 -3.583 -2.746 -0.1 0.0 0.0
H 1.576 -3.513 -3.956 0.0 0.0 0.1
H 1.458 -0.128 -2.397 0.0 0.1 0.0
H 1.718 -1.009 -3.904 0.0 0.0 0.1
H 2.917 -1.106 -2.616 -0.1 0.0 0.0
H -2.577 -4.846 0.627 0.0 0.1 0.0
H -5.001 -4.985 1.114 0.0 0.1 0.0
H -6.340 -2.952 1.465 0.1 0.0 0.0
H -5.311 -0.710 1.335 0.0 -0.1 0.0
H -0.293 4.412 -0.299 0.1 0.0 0.0
H -1.095 5.561 0.779 0.0 0.0 0.0
H -1.773 5.187 -0.791 0.0 0.0 0.1
H -1.092 2.827 2.511 -0.1 0.0 0.0
H -2.806 3.166 2.723 0.0 0.0 0.0
H -1.661 4.495 2.656 0.0 -0.1 0.0
H -3.796 4.186 -0.588 0.0 0.0 0.1
H -3.777 4.922 1.008 0.0 -0.1 0.0
H -4.270 3.238 0.844 0.0 0.1 0.0
```
Positions in Å, forces in eV/Å.



Across the entries above, F_max takes the values 0.0895; 0.0250; 0.0084; 0.0555; 0.0207 Eh/bohr, respectively.